[1]
This record from the OMol25 dataset describes a molecular structure, C36H65NO12 at a distorted geometry. The level of theory is ωB97M-V/def2-TZVPD.

Geometry as XYZ:
```
114
Properties=species:S:1:pos:R:3:forces:R:3
C 1.547432 1.573768 -2.335819 -1.573 -1.196 -2.716
C 2.019921 0.291113 -1.947421 -2.219 -1.078 -9.158
C 1.238243 -0.818317 -2.257776 -1.169 2.946 -2.342
C -0.006317 -0.595153 -2.932288 2.804 -0.956 -0.309
C -0.358597 0.650091 -3.412563 1.726 -2.392 -2.063
C 0.365162 1.750325 -3.063866 1.904 -0.463 -0.205
N -0.759058 -1.787161 -3.312020 -0.774 -1.216 -2.580
O -1.835757 -1.657655 -3.905712 1.688 0.985 0.110
O -0.292833 -2.933020 -3.154914 -0.177 2.072 -0.383
H 2.100515 2.453531 -2.041677 -1.914 -4.520 -3.268
H 2.964163 0.186521 -1.433739 2.487 -3.516 -5.529
H 1.593455 -1.817044 -2.050976 -1.770 6.205 -3.175
H -1.328939 0.780337 -3.868497 3.319 -2.291 -2.816
H -0.009737 2.717874 -3.363379 0.195 -0.408 -0.211
C 1.249155 -1.221883 4.636323 0.068 1.754 1.848
C 2.200380 -1.192400 3.512458 0.929 -0.120 -1.655
O 3.102925 -2.009900 3.406866 0.025 0.297 0.441
C 2.042552 -0.150098 2.414961 1.258 -0.348 3.671
H 0.329795 -0.662142 4.464388 -0.034 -0.299 -0.197
H 1.719957 -0.713128 5.477520 0.323 0.451 0.004
H 1.072923 -2.219677 5.038125 1.072 2.360 0.215
H 2.779507 -0.224737 1.615314 -0.835 -1.923 1.279
H 2.220639 0.834623 2.847051 1.229 -2.318 -0.052
H 1.030740 -0.111272 2.011443 0.762 0.533 2.313
C 1.885180 3.608578 2.135082 0.103 0.435 2.658
C 1.118793 2.353341 2.603520 -0.835 1.803 -0.433
O 1.453518 1.695334 3.599671 -2.280 4.603 0.209
C 0.018722 1.837314 1.661740 0.351 -0.217 4.162
H 2.625390 3.329535 1.385199 -0.398 0.778 1.671
H 2.313562 4.057442 3.031255 0.417 0.047 -0.005
H 1.261996 4.317222 1.589598 0.035 0.269 1.244
H -0.900568 2.414269 1.561188 0.394 0.356 0.977
H -0.189894 0.882005 2.143372 -0.360 2.386 0.659
H 0.277585 1.691003 0.613077 0.332 -0.848 1.767
C -4.397626 0.156661 -1.407382 -2.596 -0.138 -1.053
C -3.711815 1.298944 -2.107655 -0.386 0.203 -1.107
O -4.294320 2.319081 -2.514102 1.287 -1.643 0.889
C -2.219480 1.053101 -2.383636 -5.759 0.486 -1.245
H -5.441746 0.372078 -1.180407 1.057 -1.069 -2.163
H -3.960672 -0.036818 -0.427718 -1.080 0.354 -1.623
H -4.439199 -0.789242 -1.947418 0.579 0.547 -0.140
H -1.909488 0.010457 -2.313662 -2.472 1.009 -1.260
H -1.624080 1.570870 -1.631622 -7.243 -1.628 -7.102
H -1.909048 1.403426 -3.368019 -3.887 2.602 2.139
C 3.937250 1.544073 1.320414 -0.410 0.736 -1.595
C 3.100566 1.740574 0.037876 4.032 3.825 1.884
O 2.573965 0.793961 -0.479143 5.147 8.493 8.685
C 3.100393 3.082753 -0.634865 1.775 0.718 0.741
H 5.007132 1.582115 1.115467 -0.004 -0.184 0.129
H 3.465671 0.647923 1.723679 2.810 1.383 0.018
H 3.612001 2.354317 1.972960 1.123 -0.454 0.109
H 4.099522 3.413225 -0.918803 0.325 -0.327 0.055
H 2.600338 3.803379 0.012234 1.490 0.289 -0.884
H 2.472682 3.034284 -1.524661 4.020 2.416 4.103
C -0.897985 0.571867 -0.628923 3.960 -7.273 4.422
C -0.222663 -0.164674 0.500066 0.103 -2.452 0.586
O -0.814461 -0.358331 1.576860 0.441 -0.353 -3.741
C 1.243180 -0.706775 0.306395 -5.058 -1.743 -1.584
H -1.141704 -0.194062 -1.365166 1.698 0.867 2.188
H -0.306864 1.411823 -0.993827 4.300 -4.709 0.809
H -1.764744 1.068031 -0.192281 1.843 -2.414 -0.722
H 1.210740 -1.523696 -0.414493 0.233 1.387 0.750
H 1.707125 -0.966080 1.258038 -1.259 -1.505 -4.030
H 1.831175 0.060971 -0.196519 -4.080 -3.541 2.977
C -1.137671 2.822446 -0.813877 0.159 8.306 0.960
C 0.277253 3.395461 -0.694947 -0.582 0.157 0.853
O 1.035343 3.159306 0.269463 -4.043 1.551 -5.903
C 0.823107 4.214618 -1.833040 -0.976 0.943 -0.382
H -1.643743 2.669833 0.139389 0.226 1.013 -0.437
H -1.082490 1.795799 -1.175894 2.955 6.749 2.627
H -1.783182 3.388817 -1.485177 0.283 0.691 0.155
H 0.184903 4.168743 -2.715479 0.047 0.596 0.474
H 1.797873 3.794248 -2.080433 -1.488 2.520 -0.833
H 0.915632 5.254291 -1.518989 0.183 0.033 0.039
C -0.912052 -2.625361 -0.380456 -8.617 1.314 -0.870
C -2.230170 -1.960714 -0.839976 1.500 0.484 1.314
O -2.579962 -0.867002 -0.391570 1.347 -4.904 0.205
C -2.950334 -2.636595 -1.932665 -1.467 -0.227 0.242
H -0.614232 -2.321381 0.623027 -4.666 0.195 -1.150
H -0.048368 -2.526979 -1.038083 -4.710 1.425 -1.449
H -1.224133 -3.665188 -0.283175 0.671 -0.428 -0.340
H -2.309965 -3.334280 -2.472362 -0.541 -0.001 0.180
H -3.395578 -1.847137 -2.538146 0.325 -0.748 -0.258
H -3.824588 -3.121767 -1.498635 0.012 -0.487 0.139
C 3.548598 -4.786441 -1.154324 -0.662 1.057 0.866
C 2.395115 -4.068675 -0.402725 1.788 -0.855 0.313
O 2.422651 -4.083368 0.827689 6.255 -4.148 -3.487
C 1.320004 -3.305943 -1.184464 4.443 -4.330 0.538
H 3.154680 -5.512161 -1.865858 0.263 0.006 -0.014
H 4.201777 -5.181009 -0.376005 -0.242 -0.513 -0.202
H 4.154798 -4.018983 -1.635600 -0.162 0.015 -0.525
H 1.803182 -2.509054 -1.749810 2.186 -6.875 2.454
H 0.638888 -2.844932 -0.469176 4.579 -2.630 -0.614
H 0.767892 -3.911141 -1.903490 0.588 -0.271 0.465
C 0.601332 -3.665128 3.755048 0.512 -0.937 0.061
C 0.063485 -2.865746 2.582445 -2.390 0.619 0.035
O -0.993072 -2.198306 2.670763 2.095 -3.406 0.777
C 0.847969 -2.926017 1.268614 -2.037 1.792 4.202
H 1.676568 -3.774269 3.613425 0.001 -0.370 -0.085
H 0.177031 -4.650622 3.947082 -0.334 -0.049 -0.679
H 0.545966 -3.122396 4.698700 -1.635 -2.110 -1.173
H 0.968166 -3.926694 0.853514 -2.833 0.735 1.607
H 1.829546 -2.461738 1.363784 -0.726 -0.896 1.052
H 0.351309 -2.267887 0.555656 3.566 -0.548 3.638
C -3.366701 1.042096 1.126753 -1.442 1.172 2.219
C -4.573731 2.002601 1.042785 0.591 -1.070 -0.539
O -4.630208 3.007814 1.701160 0.127 0.366 0.088
C -5.700318 1.560005 0.138791 -1.920 1.846 1.849
H -3.660788 -0.006479 1.080736 0.201 0.502 0.219
H -2.928321 1.170363 2.116443 0.216 0.234 -0.090
H -2.616594 1.296119 0.377815 -2.180 0.014 1.380
H -5.612929 1.765290 -0.928125 0.025 0.965 0.954
H -6.571768 2.127850 0.464750 -0.172 -0.010 0.258
H -5.868521 0.492819 0.283462 -0.393 0.461 0.501
```
Positions in Å, forces in eV/Å.

The value obtained for the LUMO energy is -1.555 eV.

=====

[2]
This record from the OMol25 dataset describes a single C5H10N2O molecule at a distorted geometry. The level of theory is ωB97M-V/def2-TZVPD.

Geometry as XYZ:
```
18
Properties=species:S:1:pos:R:3:forces:R:3
H -0.227871 -3.274576 0.953985 -0.006 1.368 -0.914
N -0.898118 -2.580945 0.599764 -1.971 -5.782 1.607
C -0.860901 -1.456709 0.224322 3.543 7.509 -0.484
N -1.772448 -0.482915 -0.126209 -10.624 -2.177 0.277
O -1.615129 0.849817 0.388810 1.895 -2.905 -1.159
C -0.270210 0.847832 -0.126860 -0.726 5.351 -1.954
C 0.230436 2.146598 0.400831 1.555 4.046 0.053
C 0.346018 -0.409278 0.176831 0.564 -2.452 2.469
C 1.498973 -0.777830 -0.770805 -1.210 -1.047 -1.823
H -2.955891 -0.643628 0.099679 4.564 -0.087 -0.894
H -0.309239 1.159650 -1.206911 -0.251 -1.593 0.357
H -0.084017 3.053107 -0.438189 0.594 -2.459 2.693
H 1.465154 2.225266 0.296758 -3.225 -0.178 1.143
H -0.400121 2.378032 1.465274 2.599 -0.381 -2.671
H 0.411284 -0.318192 1.376659 1.436 -0.463 -2.305
H 1.304134 -1.106342 -1.907862 -0.899 0.850 2.448
H 2.133616 0.042072 -0.951983 1.211 0.968 0.370
H 2.004330 -1.651959 -0.454094 0.950 -0.568 0.788
```
Positions in Å, forces in eV/Å.

As for the SMILES: [H]/N=C1/NO[C@@H](C)[C@@H]1C. The value obtained for the LUMO energy is 1.011 eV.

=====

no.,gap between HOMO and LUMO (eV),calculated total energy (Ha)
1,6.280,-2365.9192
2,9.870,-381.0356